# 1
{"formula": "C6H20BIO3Si3V", "method": "wB97M-V/def2-TZVPD", "charge": 2, "gap_ev": [6.203, 6.597], "fmax_ev_per_a": 3.3, "multiplicity": 2, "lumo_energy_ha": [-0.3726, -0.3581], "total_energy_ha": -2600.7339, "species": ["C", "B", "O", "Si", "O", "Si", "I", "C", "C", "O", "Si", "C", "C", "C", "H", "H", "H", "H", "H", "H", "H", "H", "H", "H", "H", "H", "H", "H", "H", "H", "H", "H", "H", "H", "V"], "positions_angstrom": [[1.804970, 2.033792, -0.072937], [2.886526, 0.902942, 0.259391], [3.597518, 0.958838, 1.468589], [3.236563, -0.526079, -1.037077], [2.618959, -2.017030, -0.500592], [0.966335, -1.971676, -0.936565], [0.494805, -3.071084, -3.085310], [-0.184417, -2.545377, 0.465533], [-1.696355, -2.325458, 0.084709], [-2.371412, -1.397224, 0.918790], [-1.961115, 0.235574, 0.606214], [-0.403295, 0.862291, 1.509814], [-3.420736, 1.272009, 1.279448], [-1.775856, 0.704361, -1.240884], [0.851793, 1.557974, -0.526413], [2.208955, 2.807262, -0.802828], [1.469822, 2.616305, 0.816789], [2.978042, 1.186721, 2.178993], [4.690223, -0.645686, -1.227888], [2.614923, -0.164053, -2.372511], [0.681790, -0.500473, -1.149063], [0.109262, -2.130806, 1.456528], [-0.001951, -3.648016, 0.552258], [-1.752854, -2.101662, -1.004739], [-2.211065, -3.304627, 0.216274], [-0.067656, 1.822567, 1.037402], [-0.651173, 1.036352, 2.581245], [0.453408, 0.153281, 1.391945], [-4.356027, 1.116947, 0.704218], [-3.184018, 2.364842, 1.247589], [-3.594924, 1.019231, 2.350767], [-1.837372, -0.135170, -1.965274], [-0.751007, 1.186058, -1.365840], [-2.533662, 1.456555, -1.547164], [1.090999, 1.190517, -2.291408]], "atomic_forces_ev_per_a": [[0.1, 0.6, -1.0], [0.7, 1.4, 2.2], [-1.8, -0.9, -2.1], [2.3, -1.9, 1.3], [-1.8, 2.0, -1.7], [0.3, -2.7, 1.3], [0.2, 0.7, 0.7], [0.3, -0.3, -0.4], [0.1, -1.5, 0.3], [1.3, 1.7, -1.5], [-1.9, 0.5, 1.8], [0.2, -0.1, -0.4], [0.5, 0.0, -0.1], [0.2, -0.2, -1.1], [0.5, 0.7, 1.1], [0.0, -0.5, 0.5], [0.1, -0.2, -1.0], [0.5, 0.6, 0.3], [-0.1, -0.1, -0.5], [-0.6, 0.6, -0.9], [0.0, 1.2, -0.4], [-0.3, -0.1, -0.7], [0.0, 0.8, -0.1], [-0.3, 0.1, 0.6], [0.3, 0.7, -0.1], [-1.1, -1.0, 1.0], [0.3, -0.2, -0.7], [-0.5, 0.4, 0.4], [0.5, 0.0, 0.4], [-0.1, -0.8, 0.0], [0.0, 0.1, -0.8], [0.0, 0.4, 0.4], [-0.8, 0.0, 0.1], [0.5, -0.4, 0.2], [0.2, -1.5, 0.7]], "lowdin_spin": [0.01, 0.00, 0.00, 0.00, 0.00, 0.00, 0.00, 0.00, 0.00, 0.00, 0.00, 0.00, 0.00, 0.00, 0.00, 0.00, 0.00, 0.00, 0.00, 0.00, 0.00, 0.00, 0.00, 0.00, 0.00, 0.00, 0.00, 0.00, 0.00, 0.00, 0.00, 0.00, 0.00, 0.00, 0.99]}

# 2
{"formula": "C4H6N2OS", "method": "wB97M-V/def2-TZVPD", "gap_ev": 8.665, "fmax_ev_per_a": 6.6, "smiles": "O=C1CNC=NSC1", "lumo_energy_ha": 0.0184, "total_energy_ha": -738.8475, "species": ["C", "C", "C", "C", "H", "H", "H", "H", "H", "H", "N", "N", "O", "S"], "positions_angstrom": [[-1.201786, 0.536215, -0.771956], [-1.025818, -0.354817, 0.515216], [1.415241, -1.012734, 1.009224], [0.171404, 1.189924, -1.297114], [-1.145062, -1.225956, -0.109806], [-2.030323, -0.375180, 1.042988], [-0.138858, -0.544883, 2.342332], [2.074035, -1.484228, 1.712871], [0.268767, 1.686295, -2.185597], [0.281754, 2.135715, -0.596368], [0.242338, -0.318036, 1.327137], [1.951718, -0.775237, -0.145787], [-2.385999, 0.631726, -1.312878], [1.522589, -0.088804, -1.530262]], "atomic_forces_ev_per_a": [[-3.3, 1.6, -2.0], [-0.6, 0.4, -1.9], [-0.1, 2.6, -3.5], [-1.4, -0.5, 4.1], [0.5, -1.4, 0.3], [1.6, 0.5, 0.0], [1.6, 0.7, -2.7], [-0.4, -0.3, 0.7], [-0.9, 0.8, -2.9], [0.6, -2.2, -0.6], [-3.3, -1.0, 3.9], [0.6, -2.1, 1.9], [6.1, -0.5, 2.6], [-0.9, 1.5, 0.0]], "lowdin_charge": [-0.32, -0.14, -0.27, -0.36, 0.11, 0.15, 0.16, 0.11, 0.01, 0.13, -0.03, -0.42, -0.02, 0.88]}

# 3
{"formula": "C2H3N3O", "method": "wB97M-V/def2-TZVPD", "gap_ev": 8.857, "fmax_ev_per_a": 1.8, "lumo_energy_ha": 0.0202, "total_energy_ha": -317.4010, "species": ["N", "C", "N", "O", "C", "N", "H", "H", "H"], "positions_angstrom": [[-1.421222, 1.041888, -0.520805], [-0.211123, 0.570645, -0.448984], [1.014431, 0.596156, -0.993969], [1.747858, -0.343782, -0.161572], [0.966620, -0.826972, 0.753441], [-0.226171, -0.320403, 0.644927], [-1.261102, -0.126062, 0.834693], [-1.661278, 1.700340, -1.235458], [1.366686, -1.548075, 1.455895]], "atomic_forces_ev_per_a": [[0.0, 0.5, -0.5], [-0.1, 0.2, -0.2], [-0.5, 0.1, 0.0], [-0.1, -0.2, 0.3], [-0.3, 0.2, -0.1], [0.1, 0.1, -0.2], [0.8, -1.2, 1.1], [0.3, 0.2, -0.4], [-0.2, 0.1, -0.1]], "lowdin_charge": [0.06, -0.56, 0.12, -0.01, -0.12, 0.15, 0.18, 0.03, 0.16]}

# 4
{"formula": "C6H10N2O5P", "method": "wB97M-V/def2-TZVPD", "charge": 1, "gap_ev": 8.616, "fmax_ev_per_a": 5.2, "lumo_energy_ha": -0.1228, "total_energy_ha": -1061.4615, "species": ["O", "P", "O", "C", "C", "N", "C", "N", "H", "H", "H", "H", "H", "H", "C", "C", "O", "C", "O", "O", "H", "H", "H", "H"], "positions_angstrom": [[-2.975377, -1.361783, -2.405746], [-1.783671, -2.524053, -2.092090], [-0.594592, -2.509317, -3.278450], [-1.073278, -2.165078, -0.388503], [-1.027673, -3.167515, 0.683153], [-0.460858, -2.525943, 1.826390], [-0.207452, -1.229631, 1.417624], [-0.526673, -0.929428, 0.119645], [-3.451833, -1.120270, -1.585815], [-0.536215, -3.440046, -3.582929], [-1.385905, -4.220177, 0.599197], [-0.287524, -2.928043, 2.752505], [0.229865, -0.505675, 2.187569], [-0.438843, -0.057551, -0.401866], [1.113048, 3.656335, -0.057734], [2.322904, 2.768836, -0.020871], [2.148589, 2.048525, 1.198454], [0.825077, 2.057566, 1.486170], [0.318276, 1.401220, 2.353827], [0.145219, 2.899805, 0.670551], [0.769962, 3.854017, -1.072545], [1.274299, 4.608049, 0.453389], [2.347821, 2.057821, -0.851157], [3.254837, 3.332335, -0.010767]], "atomic_forces_ev_per_a": [[2.1, 0.0, 0.6], [-1.7, -2.9, -0.4], [-0.8, 1.1, 1.3], [0.7, -0.4, 1.4], [0.0, 2.6, -2.2], [-0.9, 1.6, -4.2], [1.0, 1.1, 2.0], [-0.4, -4.3, 2.9], [0.3, -0.2, -0.5], [-0.2, 0.7, 0.2], [0.5, 1.2, 0.3], [-0.1, 0.4, -0.6], [-0.7, -0.8, -1.6], [0.0, -0.3, 0.6], [0.0, 0.7, -0.5], [0.6, 0.1, -0.5], [-0.7, -0.1, 0.2], [0.1, 0.3, 0.3], [0.1, 0.3, -0.4], [0.2, -0.6, 0.4], [-0.2, -0.1, 0.2], [0.0, -0.1, 0.0], [0.0, 0.0, 0.1], [0.0, -0.2, 0.2]], "lowdin_charge": [-0.29, 0.88, -0.29, -0.31, -0.02, 0.11, -0.04, 0.13, 0.06, 0.06, 0.14, 0.18, 0.15, 0.18, -0.11, -0.11, 0.08, -0.55, 0.11, 0.07, 0.14, 0.14, 0.14, 0.14]}